Record 1
{"formula": "C6H15BNO2Pd", "method": "wB97M-V/def2-TZVPD", "elements": ["C", "C", "O", "O", "C", "C", "C", "C", "B", "N", "H", "H", "H", "H", "H", "H", "H", "H", "H", "H", "H", "H", "H", "H", "H", "Pd"], "positions_angstrom": [[2.685, -1.852, -0.129], [2.495, -0.615, 0.690], [2.439, -0.651, 1.907], [2.445, 0.594, 0.053], [1.482, 0.744, -0.968], [0.331, 1.563, -0.445], [-0.512, 0.908, 0.650], [-0.841, -0.502, 0.493], [-2.305, -0.576, -0.453], [-3.495, 0.061, 0.082], [2.577, -1.684, -1.187], [3.664, -2.262, 0.039], [1.942, -2.573, 0.157], [1.131, -0.188, -1.385], [1.930, 1.284, -1.785], [0.765, 2.461, -0.015], [-0.267, 1.902, -1.275], [-0.053, 1.075, 1.671], [-1.510, 1.433, 0.662], [-1.071, -0.958, 1.441], [-0.089, -1.120, 0.040], [-2.493, -1.793, -0.333], [-2.071, -0.237, -1.586], [-4.164, -0.549, 0.532], [-4.016, 0.600, -0.599], [-0.999, 2.936, 1.742]], "forces_ev_per_a": [[-0.4, 0.4, -0.5], [0.2, -0.1, 2.1], [0.0, 0.2, -1.7], [0.1, -0.5, 0.4], [-0.2, 0.4, -0.3], [0.2, -0.1, 0.3], [-0.4, 0.9, -1.7], [1.7, -1.0, 2.2], [-2.3, 0.6, -1.4], [-0.1, -1.4, -1.5], [0.1, 0.1, -0.4], [0.4, -0.1, 0.3], [-0.2, -0.5, 0.3], [0.0, -0.5, 0.0], [0.3, 0.2, -0.3], [0.2, 0.4, 0.1], [-0.5, 0.0, -0.3], [0.0, -0.2, 0.3], [-0.1, 0.5, 0.3], [-0.6, -0.3, 0.2], [0.0, -0.2, -0.6], [0.8, 0.1, 1.0], [0.5, 0.6, 0.4], [0.1, 0.1, 0.8], [0.1, 0.7, 0.2], [0.0, -0.5, 0.1]], "max_force_ev_per_a": 2.9, "homo_lumo_gap_ev": 5.02, "homo_ev": -13.093, "total_energy_ev": -16194.2328, "charge": 1}

=====

Record 2
{"formula": "C6H15ClF2N2O4S2", "method": "wB97M-V/def2-TZVPD", "elements": ["C", "C", "C", "C", "C", "C", "N", "Cl", "H", "H", "H", "H", "H", "H", "H", "H", "H", "H", "H", "H", "H", "H", "H", "N", "S", "O", "O", "F", "S", "O", "O", "F"], "positions_angstrom": [[2.949, -1.175, -2.496], [3.161, 0.091, -1.648], [1.857, 0.364, -0.848], [0.953, 1.257, -1.698], [-0.516, 1.383, -1.237], [-1.080, 0.215, -0.447], [-1.478, -0.940, -1.363], [-0.652, -2.424, -1.044], [2.069, -1.065, -3.129], [3.829, -1.448, -3.068], [2.728, -1.986, -1.801], [4.001, -0.098, -0.988], [3.328, 0.943, -2.305], [2.134, 0.845, 0.087], [1.429, -0.613, -0.644], [1.380, 2.257, -1.637], [1.038, 0.983, -2.749], [-1.131, 1.467, -2.143], [-0.711, 2.298, -0.690], [-0.470, -0.137, 0.378], [-2.014, 0.538, 0.007], [-1.412, -0.676, -2.349], [-2.469, -1.138, -1.196], [-2.280, -0.750, 4.279], [-1.991, -0.956, 2.752], [-0.683, -0.576, 2.286], [-3.076, -0.713, 1.841], [-1.898, -2.542, 2.746], [-2.379, 0.766, 4.720], [-2.314, 0.914, 6.134], [-3.328, 1.562, 4.007], [-0.975, 1.356, 4.242]], "forces_ev_per_a": [[0.0, 0.3, 0.6], [-0.9, -0.7, -0.2], [1.1, 0.1, -0.7], [0.0, 0.4, 0.8], [0.2, -0.8, -1.0], [-0.4, 1.2, 0.0], [-0.5, 0.1, 0.6], [0.1, -0.1, -0.2], [0.1, 0.0, -0.3], [-0.1, 0.0, -0.2], [0.1, -0.2, -0.1], [0.2, 0.3, 0.1], [0.5, 0.1, 0.1], [-0.4, 0.0, 0.2], [-0.2, 0.0, 0.3], [0.1, 0.1, -0.2], [-0.2, -0.2, -0.1], [-0.1, 0.3, 0.0], [0.1, 0.0, 0.3], [0.1, -0.3, -0.2], [-0.1, -0.2, 0.1], [0.4, -0.2, 0.0], [0.1, -0.1, 0.2], [0.2, 0.3, -0.6], [0.0, -1.3, -0.5], [-0.1, 0.1, 0.3], [0.1, 0.2, -0.1], [-0.1, 0.2, 0.3], [0.1, 1.5, 0.9], [-0.2, -0.7, -0.1], [0.0, -0.4, -0.3], [0.0, -0.1, -0.1]], "max_force_ev_per_a": 1.8, "homo_lumo_gap_ev": 7.58, "homo_ev": -9.483, "total_energy_ev": -57260.3354}

=====

Record 3
{"formula": "C6H15ClI2InN2O2P", "method": "wB97M-V/def2-TZVPD", "elements": ["I", "I", "In", "P", "C", "C", "H", "H", "H", "C", "H", "H", "H", "H", "H", "H", "C", "O", "Cl", "C", "N", "C", "N", "O", "H", "H", "H", "H", "H", "H"], "positions_angstrom": [[-0.095, -2.786, -0.019], [-0.096, 2.820, 0.020], [0.320, 0.012, 0.009], [0.227, 0.020, -2.491], [-1.390, 0.001, -3.225], [1.116, 1.450, -3.087], [2.072, -1.515, -2.524], [1.351, -1.203, -4.143], [0.543, -2.315, -2.974], [1.137, -1.402, -3.081], [2.061, 1.563, -2.547], [1.310, 1.260, -4.155], [-1.253, 0.001, -4.323], [-1.961, 0.890, -2.932], [0.521, 2.359, -2.961], [-1.941, -0.897, -2.928], [-1.886, 0.016, 0.041], [-3.063, 0.016, 0.098], [2.531, 0.029, -0.086], [0.995, 0.992, 4.498], [-0.099, 0.034, 4.277], [-0.504, -0.375, 3.054], [-1.523, -1.270, 2.916], [0.139, 0.150, 2.070], [1.436, 1.338, 3.571], [1.759, 0.504, 5.100], [0.598, 1.842, 5.050], [-0.560, -0.341, 5.055], [-1.807, -1.581, 2.000], [-1.938, -1.611, 3.717]], "forces_ev_per_a": [[0.0, -1.3, 0.0], [-0.1, 1.2, 0.1], [0.5, 0.0, 0.0], [0.1, -0.2, 0.0], [-0.4, 0.0, -0.8], [0.2, 0.2, -0.3], [-0.1, 0.1, -0.2], [0.0, -0.4, 0.2], [0.0, 0.1, -0.2], [0.2, -0.1, -0.4], [-0.1, -0.1, -0.2], [0.0, 0.4, 0.3], [-0.3, 0.0, 0.4], [0.1, -0.1, -0.1], [0.0, -0.1, -0.2], [0.1, 0.1, -0.1], [-9.2, 0.2, 0.6], [6.6, 0.0, -0.5], [2.6, 0.0, 0.1], [-0.2, -0.1, 0.5], [-0.1, -0.2, -2.6], [1.1, 1.0, 0.9], [2.0, 1.7, -1.7], [-1.2, -0.8, 0.7], [-0.2, -0.2, -0.1], [0.1, 0.1, 0.0], [0.1, 0.0, 0.0], [-0.6, -0.5, 1.3], [-0.1, 0.0, 0.4], [-1.2, -1.0, 1.7]], "max_force_ev_per_a": 9.2, "homo_lumo_gap_ev": [5.24, 5.62], "homo_ev": [-16.220, -16.260], "total_energy_ev": -56711.4243, "charge": 2}

=====

Record 4
{"formula": "C6H15FN", "method": "wB97M-V/def2-TZVPD", "elements": ["C", "C", "C", "C", "C", "C", "N", "F", "H", "H", "H", "H", "H", "H", "H", "H", "H", "H", "H", "H", "H", "H", "H"], "positions_angstrom": [[2.590, 1.309, 0.540], [2.026, -0.869, -0.770], [-2.809, 0.247, 0.688], [-1.454, -1.312, -0.612], [-0.663, 0.999, -0.232], [1.912, 0.014, 0.337], [-1.419, -0.086, 0.330], [1.350, -0.574, 1.368], [2.948, 1.740, -0.462], [1.789, 2.033, 0.651], [3.320, 1.309, 1.318], [1.669, -0.666, -1.713], [3.050, -0.954, -1.033], [1.772, -1.984, -0.457], [-2.978, -0.688, 1.252], [-3.104, 1.141, 1.229], [-3.344, 0.400, -0.268], [-2.084, -1.104, -1.512], [-0.377, -1.572, -0.832], [-1.948, -2.124, -0.121], [-0.585, 1.914, 0.461], [-0.862, 1.217, -1.297], [-0.799, -0.389, 1.135]], "forces_ev_per_a": [[-0.9, 1.0, -2.6], [1.2, -4.5, 1.1], [-0.9, -1.3, 0.0], [1.0, 0.8, -0.5], [1.6, 2.2, -0.2], [-2.0, 1.7, -1.0], [1.7, -0.5, -0.3], [-0.2, -0.2, 1.7], [0.2, -1.2, 1.4], [0.1, 0.3, 1.1], [0.5, 0.2, 0.5], [-1.7, 0.9, -1.9], [1.7, -0.1, 0.0], [0.2, 2.3, -0.7], [-1.6, 0.7, -0.2], [1.2, 0.1, 0.6], [0.1, -0.8, 0.4], [0.9, 0.3, 0.7], [-1.5, 0.4, 0.0], [-0.1, -0.4, 0.6], [-0.3, -1.6, -1.1], [0.1, -0.3, 0.7], [-1.3, 0.2, -0.5]], "max_force_ev_per_a": 4.8, "homo_lumo_gap_ev": [9.55, 6.61], "homo_ev": [-12.749, -11.143], "total_energy_ev": -10661.5378, "charge": 1}

=====

Record 5
{"formula": "C6H15N", "method": "wB97M-V/def2-TZVPD", "elements": ["C", "N", "C", "C", "C", "C", "C", "H", "H", "H", "H", "H", "H", "H", "H", "H", "H", "H", "H", "H", "H", "H"], "positions_angstrom": [[0.113, 0.084, 0.958], [-0.975, -0.080, 0.039], [-2.288, 0.382, 0.456], [-3.506, -0.458, -0.053], [1.534, -0.436, 0.592], [2.546, 0.234, -1.747], [2.417, 0.442, -0.158], [0.190, 1.171, 1.339], [0.000, -0.501, 1.886], [-1.246, -0.986, -0.506], [-2.329, 0.289, 1.568], [-2.304, 1.504, 0.378], [-3.573, -1.229, 0.738], [-3.126, -0.887, -0.932], [-4.467, 0.143, -0.167], [1.506, -1.350, 0.065], [1.957, -0.666, 1.583], [1.589, 0.566, -2.156], [3.290, 1.027, -2.020], [2.764, -0.891, -1.903], [3.561, 0.099, 0.059], [2.347, 1.544, -0.018]], "forces_ev_per_a": [[0.9, -0.3, 1.2], [-2.1, -1.7, -3.0], [0.1, 1.7, 2.5], [0.6, 1.7, 1.9], [-1.7, 1.0, 1.1], [-0.8, 0.0, 1.9], [4.8, 0.4, -2.5], [-0.2, -1.4, -0.9], [-0.9, 0.1, 0.2], [2.2, 1.7, 1.8], [0.0, 0.0, -0.3], [-0.5, -0.8, -0.6], [-0.6, 0.1, -0.7], [-0.4, -0.8, -1.7], [1.3, -0.9, 0.0], [-0.4, -1.3, -0.4], [0.2, 0.1, -0.2], [0.0, -0.5, -0.5], [-0.2, -1.3, -0.4], [-0.1, 2.1, -0.3], [-2.3, 1.1, 0.4], [-0.1, -0.8, 0.5]], "max_force_ev_per_a": 5.4, "homo_lumo_gap_ev": [2.47, 8.71], "homo_ev": [1.480, -4.647], "multiplicity": 2, "total_energy_ev": -7951.7125, "charge": -1}

=====

Record 6
{"formula": "C6H15N", "method": "wB97M-V/def2-TZVPD", "elements": ["C", "C", "C", "C", "N", "C", "C", "H", "H", "H", "H", "H", "H", "H", "H", "H", "H", "H", "H", "H", "H", "H"], "positions_angstrom": [[1.725, 0.079, -1.712], [1.844, -0.469, -0.290], [1.328, 0.367, 0.928], [-0.140, 0.899, 0.585], [-1.061, -0.122, 0.003], [-2.327, 0.518, -0.374], [-1.272, -1.254, 0.891], [2.476, -0.295, -2.461], [2.003, 1.136, -1.553], [0.819, -0.084, -2.149], [1.184, -1.361, -0.147], [2.795, -0.839, -0.130], [1.580, -0.077, 1.906], [2.025, 1.235, 0.894], [-0.064, 1.790, -0.080], [-0.503, 1.190, 1.621], [-2.848, 1.107, 0.449], [-2.284, 1.162, -1.251], [-3.086, -0.358, -0.742], [-1.562, -0.833, 1.987], [-2.121, -1.815, 0.598], [-0.512, -1.978, 1.027]], "forces_ev_per_a": [[3.5, 1.1, 1.3], [-3.1, -2.0, 0.8], [0.9, 1.6, -2.8], [0.7, -0.9, 1.9], [0.6, 0.8, 0.0], [-2.3, -2.1, -0.2], [-1.5, 2.4, 2.7], [-0.4, 0.0, 1.1], [-0.6, 0.1, -0.8], [-2.7, 0.1, -0.9], [0.6, 0.2, -0.8], [2.2, -0.5, 0.6], [-0.9, -0.3, -0.5], [-0.7, 0.2, 0.3], [-0.2, -0.8, 0.5], [-0.3, 0.2, -1.1], [0.6, -0.7, -0.6], [0.6, 0.1, 0.1], [1.7, 2.1, 1.1], [0.6, -0.9, -1.9], [-1.0, -0.4, -0.6], [1.4, -0.2, -0.1]], "max_force_ev_per_a": 3.9, "homo_lumo_gap_ev": 9.71, "homo_ev": -8.578, "total_energy_ev": -7953.5657}

=====

- Number 3 is which compound?
  C6H15ClI2InN2O2P

=====

What did the fourth record say?
{"formula": "C6H15FN", "method": "wB97M-V/def2-TZVPD", "elements": ["C", "C", "C", "C", "C", "C", "N", "F", "H", "H", "H", "H", "H", "H", "H", "H", "H", "H", "H", "H", "H", "H", "H"], "positions_angstrom": [[2.590, 1.309, 0.540], [2.026, -0.869, -0.770], [-2.809, 0.247, 0.688], [-1.454, -1.312, -0.612], [-0.663, 0.999, -0.232], [1.912, 0.014, 0.337], [-1.419, -0.086, 0.330], [1.350, -0.574, 1.368], [2.948, 1.740, -0.462], [1.789, 2.033, 0.651], [3.320, 1.309, 1.318], [1.669, -0.666, -1.713], [3.050, -0.954, -1.033], [1.772, -1.984, -0.457], [-2.978, -0.688, 1.252], [-3.104, 1.141, 1.229], [-3.344, 0.400, -0.268], [-2.084, -1.104, -1.512], [-0.377, -1.572, -0.832], [-1.948, -2.124, -0.121], [-0.585, 1.914, 0.461], [-0.862, 1.217, -1.297], [-0.799, -0.389, 1.135]], "forces_ev_per_a": [[-0.9, 1.0, -2.6], [1.2, -4.5, 1.1], [-0.9, -1.3, 0.0], [1.0, 0.8, -0.5], [1.6, 2.2, -0.2], [-2.0, 1.7, -1.0], [1.7, -0.5, -0.3], [-0.2, -0.2, 1.7], [0.2, -1.2, 1.4], [0.1, 0.3, 1.1], [0.5, 0.2, 0.5], [-1.7, 0.9, -1.9], [1.7, -0.1, 0.0], [0.2, 2.3, -0.7], [-1.6, 0.7, -0.2], [1.2, 0.1, 0.6], [0.1, -0.8, 0.4], [0.9, 0.3, 0.7], [-1.5, 0.4, 0.0], [-0.1, -0.4, 0.6], [-0.3, -1.6, -1.1], [0.1, -0.3, 0.7], [-1.3, 0.2, -0.5]], "max_force_ev_per_a": 4.8, "homo_lumo_gap_ev": [9.55, 6.61], "homo_ev": [-12.749, -11.143], "total_energy_ev": -10661.5378, "charge": 1}

=====

- Number 6 is which compound?
  C6H15N